No. 1
{
  "formula": "C5H8NP",
  "method": "ωB97M-V with the def2-TZVPD basis set",
  "e_homo_ev": -7.976,
  "e_lumo_ev": 0.82,
  "total_charge": 0,
  "e_above_lowest_kj_mol": 361.8,
  "smiles": "CC#CN.CC#P",
  "homo_lumo_gap_ev": 8.8,
  "species": ["C", "C", "C", "N", "H", "H", "H", "H", "H", "C", "C", "P", "H", "H", "H"],
  "xyz": [[1.525, -0.692, 1.350], [0.420, 0.222, 1.694], [-0.205, 1.142, 2.052], [-0.755, 2.299, 2.350], [1.541, -1.342, 2.317], [1.242, -1.300, 0.567], [2.423, -0.102, 1.406], [-0.775, 2.534, 3.377], [-1.322, 2.810, 1.668], [0.103, -2.425, -2.201], [-0.971, -1.890, -1.382], [-1.887, -1.065, -0.459], [-0.290, -3.258, -2.786], [0.383, -1.524, -2.883], [1.046, -2.709, -1.635]],
  "nbo_charge": [-0.6646, -0.0989, 0.1357, -0.8568, 0.2261, 0.2307, 0.2299, 0.4004, 0.4047, -0.7232, -0.5476, 0.5393, 0.2390, 0.2458, 0.2396]
}

No. 2
{
  "formula": "C13H24BBr2F3O8S",
  "method": "ωB97M-V with the def2-TZVPD basis set",
  "e_homo_ev": -10.145,
  "e_lumo_ev": -1.21,
  "total_charge": 0,
  "smiles": "CB([C@@H](Br)[C@@H](C)Br)S(=O)(=O)C(F)(F)F.CCOC(=O)OC.CCOC(=O)OC",
  "homo_lumo_gap_ev": 8.9,
  "species": ["C", "B", "C", "Br", "C", "C", "Br", "S", "O", "O", "C", "F", "F", "F", "H", "H", "H", "H", "H", "H", "H", "H", "C", "C", "O", "C", "O", "O", "C", "H", "H", "H", "H", "H", "H", "H", "H", "C", "C", "O", "C", "O", "O", "C", "H", "H", "H", "H", "H", "H", "H", "H"],
  "xyz": [[-2.277, -0.551, 0.746], [-2.865, 0.754, 0.199], [-3.909, 0.946, -0.968], [-3.626, -0.535, -2.218], [-5.368, 0.990, -0.511], [-5.677, 2.100, 0.478], [-6.555, 1.226, -2.057], [-2.129, 2.347, 1.057], [-3.060, 3.442, 1.106], [-1.366, 1.945, 2.204], [-0.849, 2.834, -0.238], [0.377, 2.744, 0.253], [-0.970, 1.959, -1.258], [-1.052, 4.053, -0.697], [-3.054, -1.315, 0.865], [-1.584, -0.939, -0.011], [-1.721, -0.438, 1.674], [-3.679, 1.835, -1.557], [-5.641, 0.017, -0.105], [-5.222, 1.897, 1.451], [-5.322, 3.063, 0.116], [-6.754, 2.168, 0.614], [2.644, 1.022, -1.629], [2.592, 1.287, -3.116], [3.833, 0.948, -3.764], [4.009, -0.350, -4.009], [3.227, -1.233, -3.766], [5.206, -0.508, -4.573], [5.544, -1.866, -4.877], [3.488, 1.543, -1.176], [1.727, 1.378, -1.162], [2.745, -0.045, -1.430], [2.465, 2.348, -3.325], [1.781, 0.737, -3.592], [4.762, -2.332, -5.473], [5.687, -2.435, -3.960], [6.472, -1.815, -5.437], [1.266, 0.233, 4.271], [2.106, -0.455, 3.221], [2.166, -1.879, 3.432], [1.104, -2.557, 3.006], [0.141, -2.098, 2.441], [1.281, -3.844, 3.304], [0.202, -4.700, 2.916], [1.631, 0.011, 5.274], [1.298, 1.312, 4.117], [0.226, -0.085, 4.198], [3.144, -0.128, 3.263], [1.722, -0.265, 2.220], [-0.031, -4.570, 1.861], [-0.685, -4.486, 3.511], [0.550, -5.710, 3.108]],
  "nbo_charge": [-1.1197, 0.7794, -0.6923, 0.0395, -0.2250, -0.6355, -0.0032, 1.8144, -0.9097, -0.9034, 0.7308, -0.2979, -0.3204, -0.2914, 0.2686, 0.3038, 0.2850, 0.2647, 0.2223, 0.2175, 0.2373, 0.2361, -0.6418, -0.0703, -0.4946, 0.9812, -0.6512, -0.4948, -0.2555, 0.2127, 0.2174, 0.2251, 0.1902, 0.1971, 0.1966, 0.1896, 0.1959, -0.6386, -0.0707, -0.4916, 0.9871, -0.6658, -0.4929, -0.2553, 0.2109, 0.2248, 0.2249, 0.1913, 0.1952, 0.1958, 0.1887, 0.1975]
}